Entry 1
# H4NO2SSi

2 unconnected molecules or ions with the total composition H4NO2SSi (ωB97M-V with the def2-TZVPD basis set, OMol25).

XYZ file:
```
9
H4NO2SSi ωB97M-V with the def2-TZVPD basis set
N -2.0946 -1.2587 0.6206
O 0.4681 0.0313 -0.9938
O -2.5095 -0.1448 -1.5181
Si 1.6082 0.6135 -0.0383
S -1.8138 -0.0366 -0.2580
H -1.3533 -1.3700 1.2640
H 2.9942 0.7635 -0.7309
H 1.0365 1.8954 0.7039
H 1.6643 -0.4937 0.9506
```

Properties
HOMO energy   -4.46 eV
HOMO-LUMO gap   8.3 eV
Charge   -1

***

Entry 2
# H4NO2SSi

A gas-phase ion, H4NO2SSi (charge -1) (ωB97M-V with the def2-TZVPD basis set, OMol25).

XYZ file:
```
9
H4NO2SSi ωB97M-V with the def2-TZVPD basis set
N -1.6674 -1.1969 0.8626
O -0.0877 1.2242 0.3268
O -2.0130 0.0139 -1.3041
Si 1.3341 0.4958 0.0917
S -1.8813 0.2203 0.1824
H -1.3703 -1.7848 0.0856
H 2.5578 0.7413 1.0005
H 1.3754 -1.0008 -0.0789
H 1.7523 1.2869 -1.1666
```

Properties
HOMO energy   -4.67 eV
HOMO-LUMO gap   8.7 eV
Charge   -1

***

Order from most stable to least stable according to the calculation: entry 2, entry 1

***

Entry 1
# CH2F3N3

2 unconnected molecules or ions with the total composition CH2F3N3 (ωB97M-V with the def2-TZVPD basis set, OMol25).

XYZ file:
```
9
CH2F3N3 ωB97M-V with the def2-TZVPD basis set
C 1.1303 0.9637 0.0909
N 1.6367 2.1075 0.1156
N 0.1279 0.1637 -0.0939
N 2.6463 -1.1894 0.5341
F 2.9801 2.4201 0.0792
F 3.3443 -1.1462 -0.6325
F 1.6531 -2.0921 0.3350
H -0.7832 0.3167 0.2884
H 0.4056 -0.8546 0.1150
```

Properties
HOMO energy (alpha / beta)   -10.23 / -8.35 eV
HOMO-LUMO gap (alpha / beta)   9.7 / 7.1 eV

***

Entry 2
# CH2F3N3

2 unconnected molecules or ions with the total composition CH2F3N3 (ωB97M-V with the def2-TZVPD basis set, OMol25).

XYZ file:
```
9
CH2F3N3 ωB97M-V with the def2-TZVPD basis set
C 0.2225 0.5061 -0.1882
N 0.4993 1.5570 0.4441
N 0.1912 0.2832 -1.5047
N -0.0559 -1.4170 1.0748
F 0.3934 1.6441 1.7941
F -0.9994 -1.8959 0.2158
F -0.8057 -1.1014 2.1381
H 0.6832 0.9404 -2.0688
H -0.1287 -0.5164 -1.9050
```

Properties
HOMO energy (alpha / beta)   -9.19 / -10.04 eV
HOMO-LUMO gap (alpha / beta)   8.5 / 9.1 eV

***

Order from most stable to least stable according to the calculation: entry 2, entry 1

***

Entry 1
# C5H6N2S2

2 unconnected molecules or ions with the total composition C5H6N2S2 (ωB97M-V with the def2-TZVPD basis set, OMol25).

XYZ file:
```
15
C5H6N2S2 ωB97M-V with the def2-TZVPD basis set
C 1.9150 -0.8916 1.2456
C 0.5813 -1.0870 1.4551
C 0.9346 0.1486 -0.3144
C -1.9742 0.0666 0.4080
C 0.5937 1.0507 -1.4638
N 2.0808 -0.0197 0.1406
N -0.0346 -0.3845 0.4468
S -2.4532 1.2522 1.3320
S -2.3575 -0.8665 -0.9134
H 2.5831 -1.3141 1.9945
H 0.1880 -1.8448 2.1269
H 0.8354 2.1400 -1.2236
H 1.0665 0.8941 -2.3971
H -0.4587 0.9987 -1.5270
H -3.5004 -0.1427 -1.3102
```

Properties
HOMO energy   -8.31 eV
HOMO-LUMO gap   7.0 eV

***

Entry 2
# C5H6N2S2

2 unconnected molecules or ions with the total composition C5H6N2S2 (ωB97M-V with the def2-TZVPD basis set, OMol25).

XYZ file:
```
15
C5H6N2S2 ωB97M-V with the def2-TZVPD basis set
C 0.6809 1.4730 -1.9009
C -1.3910 1.1750 -2.2579
C 0.2267 0.5870 -0.9152
C 0.9142 -0.0298 0.1108
C 0.2919 -1.6998 2.8065
N -0.3312 1.8163 -2.7020
N -1.1135 0.4329 -1.1767
S 2.3734 -0.3959 0.5639
S -0.7583 -0.6500 1.8148
H 1.6653 1.8824 -2.0200
H -2.3627 1.2362 -2.7107
H 0.1752 -1.4265 3.8516
H 1.3267 -1.5241 2.4940
H 0.0260 -2.7423 2.6471
H -1.7237 -0.1345 -0.6052
```

Properties
HOMO energy   -8.50 eV
HOMO-LUMO gap   7.5 eV

***

Order from most stable to least stable according to the calculation: entry 2, entry 1

***

Entry 1
# C26H27N3O4S

A single C26H27N3O4S molecule (ωB97M-V with the def2-TZVPD basis set, OMol25).

XYZ file:
```
61
C26H27N3O4S ωB97M-V with the def2-TZVPD basis set
C 4.2554 2.4955 3.6459
C 3.8404 1.0441 3.8545
C 4.1982 0.1443 2.6727
C 3.5007 0.5679 1.3874
O 3.5936 -0.5138 0.4525
C 2.8945 -0.3990 -0.6705
O 2.2056 0.5495 -0.9465
C 3.0154 -1.6357 -1.5271
S 2.0620 -2.9898 -0.7360
C 0.5489 -2.0791 -0.4809
C -0.4125 -1.9722 -1.4138
C -0.2796 -2.5986 -2.6630
N -0.1762 -3.0917 -3.6947
C -1.6457 -1.1115 -1.2038
C -1.7346 -0.1200 -2.3443
C -0.7586 0.8564 -2.5054
C -0.8792 1.7574 -3.5504
C -1.9758 1.6483 -4.3908
N -2.9048 0.7174 -4.2507
C -2.7807 -0.1448 -3.2597
C -1.5622 -0.3612 0.1144
C -2.6777 0.5412 0.4330
O -2.7382 1.2826 1.3873
O -3.6713 0.4071 -0.4625
C -4.7905 1.2790 -0.3363
C -4.5754 2.5488 -1.1480
C -0.5292 -0.5108 0.9709
C -0.3164 0.2659 2.2076
C -0.0166 1.6225 2.1300
C 0.2478 2.3375 3.2826
C 0.2204 1.7063 4.5164
C -0.0653 0.3540 4.5956
C -0.3232 -0.3689 3.4438
N 0.4651 -1.4340 0.7221
H 3.6903 2.9482 2.8357
H 5.3152 2.5612 3.4109
H 4.0697 3.0701 4.5497
H 2.7637 0.9985 4.0312
H 4.3405 0.6534 4.7427
H 3.9000 -0.8818 2.8987
H 5.2775 0.1470 2.5132
H 3.9659 1.4518 0.9415
H 2.4429 0.7952 1.5693
H 4.0417 -1.9932 -1.5672
H 2.6132 -1.4599 -2.5240
H -2.5447 -1.7428 -1.2211
H 0.0840 0.9094 -1.8302
H -0.1383 2.5265 -3.7042
H -2.1231 2.3334 -5.2155
H -3.5635 -0.8888 -3.1843
H -4.9382 1.5182 0.7221
H -5.6435 0.7125 -0.7159
H -3.7271 3.1024 -0.7520
H -5.4620 3.1737 -1.0924
H -4.3783 2.2982 -2.1879
H 0.0007 2.1068 1.1657
H 0.4749 3.3910 3.2200
H 0.4208 2.2694 5.4157
H -0.0873 -0.1407 5.5552
H -0.5562 -1.4226 3.5036
H 1.2136 -1.5493 1.3898
```

Properties
SMILES   CCCCOC(=O)CSC1=C(C#N)[C@H](c2cccnc2)C(C(=O)OCC)=C(c2ccccc2)N1
HOMO energy   -8.49 eV
HOMO-LUMO gap   8.3 eV

***

Entry 2
# C26H27N3O4S

A single C26H27N3O4S molecule (ωB97M-V with the def2-TZVPD basis set, OMol25).

XYZ file:
```
61
C26H27N3O4S ωB97M-V with the def2-TZVPD basis set
C -1.3826 -0.1401 3.2880
C -2.2375 -0.4113 2.0570
C -3.6988 -0.6561 2.4309
C -4.5555 -1.0398 1.2276
O -4.6390 0.0438 0.2949
C -3.8829 -0.0099 -0.7906
O -3.1589 -0.9214 -1.0960
C -4.0606 1.2556 -1.6068
S -2.7264 1.4198 -2.8325
C -1.3136 1.1295 -1.7848
C -0.9785 1.9114 -0.7377
C -1.7384 3.0206 -0.3547
N -2.3674 3.9149 0.0021
C 0.2804 1.6314 0.0639
C 1.3490 2.6180 -0.3596
C 1.4357 3.8671 0.2444
C 2.4058 4.7567 -0.1833
C 3.2564 4.3603 -1.2043
N 3.1820 3.1770 -1.7883
C 2.2518 2.3340 -1.3786
C 0.7282 0.2028 -0.1486
C 1.7292 -0.2561 0.8269
O 1.7802 0.1366 1.9711
O 2.6045 -1.1219 0.2979
C 3.6513 -1.5845 1.1489
C 4.8174 -0.6065 1.1679
C 0.2909 -0.5330 -1.1911
C 0.6343 -1.9427 -1.4347
C 0.4746 -2.8919 -0.4300
C 0.7702 -4.2190 -0.6757
C 1.2248 -4.6122 -1.9242
C 1.3769 -3.6735 -2.9301
C 1.0752 -2.3448 -2.6912
N -0.5996 0.0081 -2.1003
H -0.3427 0.0125 3.0101
H -1.4328 -0.9804 3.9772
H -1.7351 0.7487 3.8066
H -1.8510 -1.2819 1.5213
H -2.1783 0.4441 1.3796
H -4.1136 0.2437 2.8891
H -3.7615 -1.4693 3.1562
H -5.5839 -1.2454 1.5335
H -4.1361 -1.9125 0.7167
H -4.0957 2.1318 -0.9593
H -4.9853 1.1983 -2.1819
H 0.0838 1.7883 1.1326
H 0.7509 4.1358 1.0367
H 2.5000 5.7329 0.2663
H 4.0337 5.0154 -1.5750
H 2.2342 1.3782 -1.8871
H 3.9483 -2.5486 0.7302
H 3.2547 -1.7212 2.1605
H 5.1738 -0.4290 0.1562
H 5.6271 -1.0133 1.7669
H 4.4993 0.3396 1.5992
H 0.1142 -2.5825 0.5399
H 0.6432 -4.9511 0.1082
H 1.4577 -5.6496 -2.1125
H 1.7306 -3.9761 -3.9045
H 1.2058 -1.6109 -3.4736
H -1.0204 -0.6204 -2.7714
```

Properties
SMILES   CCCCOC(=O)CSC1=C(C#N)[C@H](c2cccnc2)C(C(=O)OCC)=C(c2ccccc2)N1
HOMO energy   -8.43 eV
HOMO-LUMO gap   8.4 eV

***

Order from most stable to least stable according to the calculation: entry 2, entry 1

***

Entry 1
# C3H8N5

A gas-phase ion, C3H8N5 (charge +1) (ωB97M-V with the def2-TZVPD basis set, OMol25).

XYZ file:
```
16
C3H8N5 ωB97M-V with the def2-TZVPD basis set
N 0.3471 -0.5252 -2.3622
C 0.6586 -0.1144 -1.1406
N 1.7529 -0.3098 -0.5006
N 1.8471 -0.1056 0.8389
N 0.6815 0.3084 1.5063
C -0.5378 0.3351 0.9317
N -1.7001 -0.0396 1.5170
C -0.6103 0.5490 -0.5295
H -0.4587 -0.1334 -2.8947
H 0.7002 -1.3448 -2.7459
H 2.8026 0.0513 1.0447
H 0.7422 0.4021 2.5127
H -1.7216 -0.1714 2.4864
H -2.4399 -0.5589 1.0375
H -0.7019 1.5744 -0.6743
H -1.3619 0.0829 -1.0274
```

Properties
SMILES   NC1=NNNC(=[NH2+])C1
HOMO energy   -12.13 eV
HOMO-LUMO gap   8.2 eV
Charge   +1

***

Entry 2
# C3H8N5

A gas-phase ion, C3H8N5 (charge +1) (ωB97M-V with the def2-TZVPD basis set, OMol25).

XYZ file:
```
16
C3H8N5 ωB97M-V with the def2-TZVPD basis set
H -0.0867 -0.9307 -2.8531
N 0.0394 -0.6815 -1.8753
C 1.2219 -0.5059 -1.5092
C 1.5592 -0.1071 -0.0933
C 0.3767 -0.1604 0.8342
N 0.3584 -1.0743 1.8062
N -0.6325 0.5803 0.5930
N -1.4319 1.4853 0.8118
N -2.5359 1.5496 0.1657
H 2.1069 -0.6017 -2.1427
H 2.3523 -0.7589 0.2801
H 1.9577 0.9124 -0.1258
H 1.0790 -1.7745 1.8681
H -0.4347 -1.1593 2.4230
H -2.8203 0.8662 -0.5331
H -3.1095 2.3605 0.3504
```

Properties
SMILES   [H]/N=C/C/C(N)=N/N=[NH2+]
HOMO energy   -13.72 eV
HOMO-LUMO gap   10.1 eV
Charge   +1

***

Order from most stable to least stable according to the calculation: entry 2, entry 1